Below is a structure of composition C24H20F6N2O7PS3Ti, with properties calculated with ωB97M-V with the def2-TZVPD basis set.

Summary:
Expectation value of S²: 2.04
E_HOMO (alpha / beta), eV: -3.3126 / -5.9950
Energy above the lowest of the compared OMol25 structures with the same formula, charge and spin, kJ/mol: 328.11
LUMO (alpha / beta), eV: 2.38 / 1.73

The geometry in ORCA input format:
```
! wB97M-V def2-TZVPD RIJCOSX def2/J DEFGRID3
* xyz -1 3
Ti -1.393 0.224 0.263
O -1.070 -2.095 -1.623
C -0.113 -1.563 -1.054
C 1.177 -1.981 -0.701
C 1.726 -3.288 -0.774
C 3.055 -3.469 -0.466
C 3.882 -2.403 -0.101
C 3.367 -1.106 -0.039
C 2.042 -0.905 -0.339
P 0.990 0.554 -0.491
C 2.103 1.890 0.086
C 2.746 2.782 -0.762
C 3.603 3.734 -0.238
C 3.814 3.808 1.129
C 3.157 2.933 1.981
C 2.299 1.979 1.463
C 0.888 0.801 -2.294
C 1.760 0.182 -3.188
C 1.555 0.298 -4.550
C 0.500 1.054 -5.034
C -0.349 1.703 -4.150
C -0.167 1.576 -2.785
H 1.102 -4.119 -1.062
H 3.482 -4.463 -0.505
H 4.922 -2.584 0.126
H 4.005 -0.273 0.225
H 2.583 2.722 -1.829
H 4.109 4.422 -0.900
H 4.484 4.557 1.528
H 3.311 2.999 3.048
H 1.769 1.291 2.109
H 2.582 -0.409 -2.805
H 2.214 -0.212 -5.237
H 0.332 1.120 -6.099
H -1.166 2.297 -4.533
H -0.834 2.071 -2.086
F 0.783 0.587 4.118
C -0.221 -0.316 4.250
F 0.336 -1.524 4.024
F -0.556 -0.298 5.569
S -1.718 0.037 2.947
O -0.617 -0.089 1.839
O -2.363 -1.253 3.147
N -3.024 0.773 1.365
S -3.796 0.487 0.110
O -2.814 0.405 -1.041
O -4.926 -0.403 0.026
C -4.575 2.149 -0.434
F -3.602 3.062 -0.595
F -5.210 2.051 -1.616
F -5.459 2.672 0.433
C -4.118 -3.196 1.425
S -2.643 -2.981 0.355
C -1.450 -3.756 1.518
O -2.352 -1.525 0.496
H -4.441 -4.232 1.425
H -4.887 -2.553 1.005
H -3.862 -2.842 2.419
H -1.765 -4.765 1.761
H -1.413 -3.120 2.401
H -0.475 -3.768 1.040
O -1.208 3.368 2.232
C -1.124 2.738 1.247
N -0.967 2.166 0.217
*
```

---

Below is a structure of composition C32H64N6O8S, with properties calculated with ωB97M-V with the def2-TZVPD basis set.

Summary:
E_HOMO, eV: -7.7953
LUMO, eV: -0.74

The geometry in ORCA input format:
```
! wB97M-V def2-TZVPD RIJCOSX def2/J DEFGRID3
* xyz 0 1
C -3.180 -0.726 -3.974
C -3.839 0.652 -4.484
O -2.937 1.790 -4.503
C -1.835 1.604 -5.385
O -0.773 2.246 -5.106
C -1.812 0.703 -6.708
C -0.299 0.125 -6.914
C 0.046 -1.086 -5.908
C 1.139 -0.747 -4.796
C 0.915 -1.163 -3.296
C 1.971 -0.891 -2.145
C 1.714 -1.308 -0.601
C 1.105 -0.030 0.208
N 1.566 1.289 -0.327
C 3.303 -0.158 -2.537
C 3.572 0.300 -4.010
N 4.779 1.011 -4.359
S 4.479 1.285 -6.047
N 2.956 0.539 -6.368
C 2.477 0.003 -5.108
H -3.090 -1.416 -4.887
H -3.812 -1.297 -3.200
H -2.133 -0.485 -3.584
H -4.673 0.916 -3.725
H -4.277 0.468 -5.527
H -2.142 1.283 -7.657
H -2.500 -0.219 -6.663
H 0.493 0.946 -6.924
H -0.303 -0.335 -7.980
H 0.379 -1.995 -6.531
H -0.929 -1.354 -5.355
H -0.084 -1.689 -3.051
H 0.902 -2.130 -0.536
H 2.644 -1.738 -0.096
H 1.418 -0.133 1.313
H -0.041 -0.054 0.059
H 2.581 1.424 -0.213
H 1.024 2.077 0.053
H 4.027 0.027 -1.659
C 0.606 -2.021 7.309
O -0.700 -1.738 6.828
C -1.258 -0.534 7.359
C -1.309 0.566 6.295
N 0.030 1.059 5.971
C 0.089 1.884 4.760
C -0.361 1.247 3.436
O 0.497 0.220 2.950
C 0.298 -1.049 3.554
H 0.849 -3.049 7.032
H 1.346 -1.366 6.845
H 0.660 -1.934 8.397
H -0.737 -0.201 8.262
H -2.286 -0.774 7.647
H -1.917 1.398 6.664
H -1.804 0.145 5.416
H 0.654 0.271 5.844
H 1.134 2.188 4.645
H -0.486 2.800 4.932
H -0.329 2.038 2.675
H -1.403 0.908 3.457
H -0.754 -1.237 3.791
H 0.927 -1.149 4.440
H 0.622 -1.803 2.835
C -2.281 -7.468 -2.094
O -3.078 -7.825 -3.213
C -4.481 -7.820 -2.944
C -5.170 -6.635 -3.627
N -4.811 -5.368 -2.989
C -5.180 -4.179 -3.764
C -4.583 -4.025 -5.172
O -3.181 -3.778 -5.198
C -2.375 -4.938 -5.053
H -1.244 -7.717 -2.328
H -2.332 -6.394 -1.902
H -2.576 -8.022 -1.199
H -4.696 -7.850 -1.871
H -4.881 -8.741 -3.380
H -6.255 -6.767 -3.573
H -4.875 -6.651 -4.679
H -3.809 -5.344 -2.837
H -4.865 -3.314 -3.172
H -6.273 -4.133 -3.831
H -5.045 -3.133 -5.617
H -4.846 -4.851 -5.841
H -2.817 -5.815 -5.535
H -2.172 -5.126 -3.997
H -1.421 -4.730 -5.538
C 6.087 4.554 3.372
O 6.010 5.332 4.556
C 5.964 6.740 4.316
C 4.570 7.304 4.604
N 3.598 6.870 3.600
C 2.201 7.112 3.972
C 1.672 6.451 5.255
O 1.554 5.035 5.185
C 2.768 4.330 5.398
H 6.342 3.532 3.658
H 5.125 4.526 2.856
H 6.862 4.927 2.696
H 6.304 6.999 3.307
H 6.666 7.195 5.021
H 4.616 8.398 4.608
H 4.286 6.971 5.606
H 3.711 5.876 3.437
H 1.592 6.752 3.136
H 2.039 8.194 4.034
H 0.649 6.822 5.406
H 2.225 6.753 6.151
H 3.411 4.821 6.135
H 3.289 4.185 4.451
H 2.506 3.344 5.783
*
```

---

Below is a structure of composition C10H13N2OS, with properties calculated with ωB97M-V with the def2-TZVPD basis set.

Summary:
E_HOMO (alpha / beta), eV: -12.1677 / -12.1681
Energy above the lowest of the compared OMol25 structures with the same formula, charge and spin, kJ/mol: 572.91
LUMO (alpha / beta), eV: -4.42 / -4.42

The geometry in ORCA input format:
```
! wB97M-V def2-TZVPD RIJCOSX def2/J DEFGRID3
* xyz 1 1
C 0.178 1.554 -0.150
C 0.055 0.306 0.712
C -0.270 1.544 -1.493
C -0.526 -1.292 -1.370
C -0.349 0.555 1.964
C 0.584 5.156 0.534
C 0.434 2.726 0.460
C 0.062 4.017 -0.047
C 0.993 -1.932 0.861
C -1.215 -3.091 -2.881
N 0.589 -0.812 0.096
N -0.434 -2.492 -1.722
O -0.378 2.380 -2.353
S -1.222 0.048 -1.992
H -0.211 -0.185 2.804
H -0.700 1.596 2.036
H 0.323 6.223 0.347
H 1.331 5.147 1.319
H 0.875 2.677 1.377
H -0.577 4.170 -0.836
H 1.638 -1.590 1.755
H 0.145 -2.497 1.253
H 1.624 -2.514 0.256
H -1.138 -4.132 -2.737
H -0.670 -2.702 -3.823
H -2.197 -2.811 -2.921
H -0.200 -3.179 -1.040
*
```

---

Below is a structure of composition C17H44Be3F6N4O7P, with properties calculated with ωB97M-V with the def2-TZVPD basis set.

Summary:
E_HOMO, eV: -16.6962
Energy above the lowest of the compared OMol25 structures with the same formula, charge and spin, kJ/mol: 0.00
LUMO, eV: -13.50

The geometry in ORCA input format:
```
! wB97M-V def2-TZVPD RIJCOSX def2/J DEFGRID3
* xyz 3 1
Be -2.515 0.172 1.048
Be 2.854 -1.353 -1.087
Be -1.345 -1.976 -2.894
C -0.197 -0.858 -0.800
O 0.258 -0.025 0.036
O 0.485 -1.366 -1.753
O -1.413 -1.340 -0.609
P 2.064 -4.330 -3.102
F 3.492 -4.987 -3.320
F 1.265 -5.679 -3.533
F 1.980 -4.897 -1.595
F 0.575 -3.615 -2.888
F 2.645 -2.915 -2.503
F 2.086 -3.884 -4.649
C -5.878 -1.580 0.959
C -4.943 -2.374 1.878
C -5.158 -3.888 1.686
O -6.496 -4.222 1.542
C -7.185 -4.298 2.772
N -3.558 -1.979 1.505
H -5.629 -0.515 0.867
H -6.941 -1.539 1.189
H -5.823 -2.003 -0.050
H -5.196 -1.983 2.862
H -4.670 -4.456 2.491
H -4.625 -4.300 0.820
H -7.423 -3.384 3.326
H -6.795 -5.017 3.498
H -8.180 -4.709 2.590
H -3.231 -2.433 0.648
H -2.973 -2.561 2.118
C 4.347 -1.563 3.051
C 3.112 -0.716 2.752
C 3.405 0.768 2.638
O 2.215 1.526 2.722
C 2.536 2.899 2.869
N 2.506 -1.268 1.512
H 5.111 -1.662 2.278
H 4.007 -2.594 3.198
H 4.902 -1.369 3.968
H 2.359 -0.835 3.536
H 4.021 1.070 1.781
H 4.072 0.992 3.481
H 3.098 3.086 3.786
H 1.598 3.452 2.844
H 3.160 3.248 2.037
H 2.287 -2.243 1.711
H 1.601 -0.852 1.304
C -1.031 3.140 -1.060
C -1.082 3.516 0.411
C -2.303 4.354 0.721
O -2.154 5.611 0.112
C -3.359 6.353 0.161
N -1.147 2.229 1.155
H -0.751 3.969 -1.708
H -2.008 2.759 -1.368
H -0.245 2.399 -1.240
H -0.186 4.045 0.751
H -2.464 4.560 1.790
H -3.210 3.779 0.474
H -3.096 7.267 -0.371
H -3.669 6.622 1.174
H -4.183 5.889 -0.389
H -0.735 2.501 2.053
H -0.348 1.706 0.785
C 2.943 2.828 -2.578
C 2.874 1.305 -2.471
C 3.601 0.632 -3.612
O 3.526 -0.771 -3.380
C 4.195 -1.483 -4.441
N 3.551 0.911 -1.228
H 3.966 3.167 -2.765
H 2.735 3.408 -1.674
H 2.267 3.195 -3.350
H 1.846 0.951 -2.375
H 4.637 0.974 -3.688
H 3.083 0.944 -4.523
H 3.969 -2.539 -4.456
H 5.270 -1.356 -4.296
H 3.894 -1.080 -5.409
H 3.194 1.486 -0.470
H 4.553 1.088 -1.254
*
```

---

Below is a structure of composition C39H36AuFN4OS3, with properties calculated with ωB97M-V with the def2-TZVPD basis set.

Summary:
E_HOMO, eV: -7.8300
Energy above the lowest of the compared OMol25 structures with the same formula, charge and spin, kJ/mol: 0.00
LUMO, eV: -0.13

The geometry in ORCA input format:
```
! wB97M-V def2-TZVPD RIJCOSX def2/J DEFGRID3
* xyz 0 1
Au 3.184 -2.044 -0.371
N 1.731 1.962 1.113
S 0.877 2.219 -0.021
N -0.656 1.468 -0.132
S -1.020 0.094 -0.662
N -0.267 -1.241 -0.497
S 0.476 -1.830 0.841
N 1.895 -1.614 1.150
C -0.512 -1.205 2.180
C -0.066 0.001 2.711
C -0.792 0.575 3.743
C -1.926 -0.056 4.241
C -2.349 -1.265 3.705
C -1.641 -1.852 2.666
C 0.000 -3.543 0.642
C 0.912 -4.448 1.163
C 0.637 -5.806 1.077
C -0.536 -6.242 0.481
C -1.441 -5.326 -0.042
C -1.171 -3.968 0.032
C -2.675 -0.086 -0.025
C -3.481 -1.077 -0.571
C -4.752 -1.264 -0.059
C -5.204 -0.465 0.987
C -4.392 0.529 1.510
C -3.116 0.734 0.999
C -1.247 0.104 -2.425
C -2.111 1.067 -2.935
C -2.307 1.126 -4.302
C -1.628 0.246 -5.140
C -0.757 -0.695 -4.614
C -0.563 -0.781 -3.241
C 1.552 1.901 -1.644
C 2.640 1.051 -1.629
C 3.214 0.650 -2.828
C 2.704 1.141 -4.022
C 1.629 2.029 -4.023
C 1.040 2.417 -2.830
C 0.238 3.889 -0.194
C -1.038 4.240 -0.617
C -1.381 5.584 -0.691
C -0.456 6.561 -0.350
C 0.813 6.200 0.079
C 1.164 4.860 0.162
H 0.825 0.475 2.308
H -0.462 1.516 4.164
H -2.482 0.395 5.054
H -3.226 -1.761 4.101
H -1.966 -2.796 2.249
H 1.831 -4.078 1.600
H 1.348 -6.522 1.466
H -0.744 -7.302 0.411
H -2.349 -5.670 -0.520
H -1.851 -3.248 -0.390
H -3.130 -1.665 -1.408
H -5.396 -2.026 -0.481
H -6.198 -0.617 1.388
H -4.748 1.150 2.321
H -2.457 1.492 1.397
H -2.621 1.752 -2.269
H -2.981 1.864 -4.718
H -1.776 0.303 -6.211
H -0.218 -1.365 -5.271
H 0.123 -1.495 -2.806
H 3.033 0.703 -0.681
H 4.048 -0.041 -2.800
H 3.149 0.837 -4.962
H 1.246 2.418 -4.958
H 0.205 3.106 -2.830
H -1.754 3.471 -0.868
H -2.376 5.868 -1.012
H -0.728 7.607 -0.412
H 1.530 6.961 0.357
H 2.139 4.553 0.521
F 4.295 -2.430 -1.996
C 4.248 0.271 2.863
C 4.945 -1.053 2.645
C 4.942 -2.055 3.775
O 5.405 -1.326 1.564
H 4.082 0.494 3.916
H 3.283 0.214 2.344
H 4.815 1.067 2.384
H 5.227 -1.590 4.720
H 5.603 -2.886 3.539
H 3.921 -2.430 3.893
*
```

---

Max |F| for every record listed, in sequence, given in eV Å⁻¹: 4.65; 6.22; 7.03; 5.86; 0.54.